[1]
90
Properties=species:S:1:pos:R:3:forces:R:3:mulliken_spin:R:1 method="wB97M-V/def2-TZVPD" total_energy_ha=-2209.6109 de_lowest_kcal_mol=10.1 charge=+1 spin_multiplicity=3 s2=2.02 homo_lumo_gap_ha="0.2264 / 0.2478" homo_ev="-8.2 / -9.9"
W 0.0063 -0.2367 -0.1543 2.3043 0.9381 0.1311 0.67
S -1.1444 -2.7582 -1.8931 -0.0478 -0.4178 -0.2521 0.00
N 1.7634 0.0093 -2.4308 0.2725 0.1045 -0.2718 0.08
N -0.6818 3.0770 -1.9932 -0.0364 0.1893 0.1054 0.00
N -0.8357 0.2233 -2.3417 -0.3878 -0.2309 0.3240 0.01
N -0.2690 -0.9140 1.8457 -0.3978 -0.5817 0.0085 0.18
N -1.4662 -4.1561 0.7536 0.1572 0.2717 0.2317 0.04
N 1.7671 -2.1102 -0.4055 -0.0144 0.2914 0.1681 0.02
N -0.9630 -2.0749 -0.3410 -0.4803 -0.4304 -0.0584 0.11
C 1.9657 3.9259 4.5974 -0.0174 0.0036 0.0548 0.00
C -1.7404 3.5021 -2.9041 0.0322 -0.0750 -0.0380 0.00
C -4.4970 1.9084 0.3590 -0.0503 -0.0393 -0.0039 0.02
C 2.8667 -0.9185 -2.2248 -0.0574 -0.2895 0.0882 0.00
C 2.8524 2.8712 4.7219 -0.0660 0.0539 0.1319 0.00
C 3.5546 2.1995 0.2691 -0.1663 -0.1363 0.0013 0.00
C 2.3464 -2.2686 -1.7440 0.3366 0.1805 -0.2660 0.00
C 1.5144 3.2264 2.3481 0.0145 0.0442 -0.0706 0.00
C 2.7224 1.3025 1.2154 0.5489 0.1436 0.1178 0.08
C 1.5179 0.7794 0.5166 -2.4464 -1.3027 -0.9176 -0.04
C -2.1595 2.2503 -0.1634 0.2086 0.1687 -0.0905 0.06
C -0.8064 -2.1772 1.9894 -0.0725 -0.1184 -0.1227 0.05
C -0.9172 -1.8997 4.3784 0.0641 0.0469 -0.1725 0.02
C -2.9115 0.1287 0.5921 -0.0234 -0.1754 0.1615 0.06
C -1.1223 3.2570 -0.6032 -0.0228 -0.1140 0.0626 0.01
C -4.2103 0.6006 0.6968 -0.0656 0.0389 -0.0037 -0.01
C -1.0802 -2.8327 0.7640 -0.0721 -0.1552 0.5316 0.37
C -1.1276 -2.6784 3.2729 0.1120 0.0609 -0.0150 0.11
C -3.4643 2.7221 -0.0634 0.0145 -0.0439 0.0770 -0.02
C 3.5884 0.0895 1.6026 -0.1876 0.1915 -0.0972 0.02
C -0.3683 -0.2140 -3.6625 0.3421 -0.0889 -0.1549 0.00
C -2.5911 -6.0932 -0.1516 0.0400 0.0662 -0.0105 0.03
C -3.0209 -6.2526 -2.5119 0.0447 -0.0057 -0.1038 0.03
C 1.2868 4.0944 3.4019 -0.0766 -0.0063 -0.0423 0.00
C -2.4505 -5.0042 -2.6999 -0.0079 0.0097 0.1348 -0.01
C 1.1613 -0.0505 -3.7608 -0.2746 0.0500 0.0227 0.00
C 3.0633 1.9958 3.6681 0.0269 -0.0542 -0.0675 0.00
C -2.0104 -4.8412 -0.3274 -0.2051 -0.2244 -0.5438 -0.03
C -0.0973 -0.1706 2.9426 0.0662 0.3164 0.4977 0.01
C -1.8362 0.9148 0.1530 0.1235 -0.0460 0.0512 -0.09
C -1.9502 -4.3082 -1.6142 0.1409 0.3532 0.4827 0.03
C 0.5407 3.8274 -2.2441 -0.0424 -0.0607 -0.0062 0.00
C -0.3894 -0.6090 4.2142 0.0468 0.0210 -0.2022 0.13
C -3.0885 -6.7943 -1.2380 0.0069 0.0321 0.0274 -0.01
C 2.4102 2.1661 2.4512 -0.0741 -0.0640 0.0168 0.00
H 1.5650 -0.9005 -4.3149 0.0599 0.0997 -0.0317 0.00
H -1.5769 -4.5978 1.6516 0.0608 0.0549 -0.0827 -0.01
H 3.7732 1.6803 -0.6633 0.0626 -0.0414 -0.0970 0.00
H 4.5178 0.4242 2.0558 0.0575 -0.0556 0.0577 0.00
H 3.5183 -0.5119 -1.4507 0.0987 0.0594 -0.0501 0.00
H 3.4645 -1.0616 -3.1334 0.0280 0.0508 0.0818 0.00
H -1.5712 -3.6563 3.3833 -0.0100 -0.0580 0.0270 0.03
H 3.0239 3.1223 0.0471 -0.0524 0.0706 -0.0694 0.00
H 3.3891 2.7209 5.6480 0.0191 -0.0035 0.0465 0.00
H 0.4129 4.9034 -2.0672 -0.0056 0.0357 -0.0015 0.00
H -0.2505 3.1753 0.0447 0.0032 0.0401 -0.1099 0.00
H 3.0530 -0.5540 2.2997 0.0395 -0.1104 0.0649 0.00
H 0.8471 3.6870 -3.2804 0.0539 0.0143 -0.0291 0.00
H -2.6508 2.9464 -2.6784 -0.0065 0.0313 -0.1009 0.00
H 1.5644 -2.6297 -2.4153 0.0875 -0.0271 0.0403 0.00
H 0.7618 1.4764 0.0057 0.3083 0.9915 0.0372 0.01
H 4.4939 2.4652 0.7499 0.0771 0.0329 0.0299 0.00
H -3.6733 3.7526 -0.3154 0.0152 0.1228 -0.0125 0.00
H 0.9919 3.4044 1.4204 -0.0025 -0.0325 -0.0792 0.00
H -0.6380 -1.2593 -3.8095 -0.0124 0.2035 -0.0171 0.00
H 3.8579 -0.4807 0.7148 0.0325 0.0135 -0.0349 0.00
H 3.7616 1.1902 3.8252 0.0520 -0.1058 -0.0547 0.00
H -0.7881 1.2602 -2.3080 -0.0431 -0.0748 0.1584 0.02
H 1.3973 0.8560 -4.3248 0.0539 -0.0602 0.0010 0.00
H -1.4383 3.3016 -3.9315 -0.0400 -0.0200 -0.0582 0.00
H 1.8045 4.6076 5.4201 -0.0082 0.0201 0.0365 0.00
H -1.5344 4.2678 -0.4657 0.1035 0.0358 -0.0091 0.00
H 0.5776 4.9020 3.2803 0.0085 0.0429 0.0185 0.00
H -0.2115 0.0420 5.0542 0.0176 0.0552 0.0468 0.01
H -2.6373 -6.5253 0.8394 -0.0160 -0.0150 0.0745 0.00
H 1.3318 3.4641 -1.5868 0.0554 0.0048 -0.0025 0.00
H 3.1709 -2.9932 -1.7507 -0.1117 0.0431 -0.0050 0.00
H 0.3029 0.8231 2.7849 -0.0715 -0.1062 0.0065 0.00
H -5.5016 2.2946 0.4307 -0.1169 0.0276 0.0097 0.00
H 2.5020 -1.8162 0.2335 -0.1090 -0.1547 0.0113 0.00
H -3.4001 -6.7979 -3.3622 -0.0473 -0.0555 -0.0368 0.00
H 1.4317 -3.0137 -0.0775 -0.1023 0.1869 0.0313 0.00
H -2.3713 -4.5674 -3.6855 -0.0790 -0.0076 -0.1015 0.00
H -4.9955 -0.0542 1.0456 -0.0437 -0.0790 0.0356 0.00
H -1.1609 -2.2610 5.3654 -0.0576 -0.0880 0.0526 0.00
H -2.7499 -0.9009 0.8880 -0.0001 0.0425 -0.0526 0.00
H -3.5270 -7.7699 -1.0875 -0.0244 -0.0268 0.0213 0.00
H 2.0620 0.9592 -2.2404 -0.0081 -0.1655 0.0764 0.00
H -1.8207 -0.0297 -2.2553 0.0598 0.1706 0.0255 0.01
H -1.9544 4.5756 -2.8130 -0.0073 0.0126 0.0363 0.00
H -0.8540 0.3700 -4.4523 0.0109 -0.0907 0.0911 0.00

[2]
90
Properties=species:S:1:pos:R:3:forces:R:3:mulliken_spin:R:1 method="wB97M-V/def2-TZVPD" total_energy_ha=-5029.1076 charge=+2 spin_multiplicity=2 s2=0.79 homo_lumo_gap_ha="0.2331 / 0.2483" homo_ev="-13.2 / -13.2"
Te 2.0361 -2.0138 -1.2997 -0.0994 0.0379 -0.0537 -0.04
V -0.1677 -2.0601 0.3549 0.0759 -0.3988 -0.3581 1.21
S 0.3927 -4.2530 0.7222 0.1457 -0.0220 0.0139 -0.03
S -0.8946 -6.1234 -1.2582 -0.0805 -0.0668 -0.0017 -0.01
S -1.4607 -3.1705 -1.1096 -0.1544 0.0934 0.0252 -0.08
P -3.3709 0.3380 -0.4537 -0.0279 -0.0010 -0.0308 0.00
P -1.1774 -0.0262 -0.7883 -0.0271 0.1499 -0.0663 0.00
Si 2.8960 0.5945 -3.2210 0.0417 -0.0144 -0.0556 0.00
Si 4.3521 -2.5537 1.3599 0.0094 -0.0018 0.0181 0.00
C 6.1334 -3.0893 1.3589 -0.0017 -0.0025 -0.0380 0.00
C -5.8617 -1.6371 2.7890 0.0076 -0.0129 -0.0087 0.00
C -0.3813 1.5885 -0.6081 -0.0187 0.0378 -0.0009 -0.01
C 1.2029 0.3874 -3.9926 -0.0129 0.0211 -0.0240 0.00
C -4.3237 -1.8151 0.9537 -0.0002 0.0029 -0.0226 0.01
C 0.7079 -1.2658 2.3276 -0.2820 0.1304 -0.0623 -0.02
C 4.2560 -0.7053 1.6753 -0.0148 -0.0229 0.0034 0.00
C -3.2604 4.2213 0.5593 -0.0262 0.0057 -0.0155 0.00
C 3.4089 -3.5411 2.6381 -0.0253 -0.0300 -0.0051 0.00
C -4.3552 -0.4228 0.8126 0.0285 -0.0575 -0.0134 0.00
C -3.6142 2.0969 -0.5095 0.0541 0.0512 0.0935 0.00
C 0.3810 1.8244 0.5399 -0.0011 0.0127 -0.0090 -0.02
C 0.9600 3.0665 0.7522 -0.0066 -0.0263 -0.0041 0.00
C 3.6845 -2.9863 -0.3716 0.0178 0.0180 0.0376 0.01
C 4.1424 -0.4450 -4.1338 0.0142 -0.0111 0.0123 0.00
C -5.9037 -0.2575 2.6401 0.0056 0.0110 -0.0031 0.00
C 1.1896 -0.7840 3.5436 -0.0029 0.0093 0.0196 0.00
C -0.6928 -4.6916 -0.5902 0.0816 0.0668 -0.0015 0.03
C -1.0575 -0.0548 4.0598 0.0425 -0.0098 -0.0077 0.00
C 2.8373 -0.0405 -1.4298 0.0466 -0.0640 0.0000 -0.01
C -3.1362 2.8448 0.5727 -0.0139 0.0241 -0.0354 0.00
C -4.3231 4.1107 -1.6053 0.0081 0.0070 0.0097 0.00
C 0.0411 3.8525 -1.3265 0.0222 0.0019 0.0054 0.00
C 3.3620 2.3965 -3.1414 0.0097 -0.0212 0.0492 0.00
C -5.1510 0.3588 1.6531 -0.0161 0.0064 0.0337 0.00
C -1.5306 -0.5313 2.8532 -0.0182 0.0072 0.0345 0.00
C -3.8540 4.8518 -0.5303 0.0089 -0.0149 0.0081 0.00
C 0.7916 4.0804 -0.1799 -0.0019 0.0086 -0.0177 0.00
C -0.5465 2.6169 -1.5394 -0.0348 -0.0075 0.0385 0.00
C -0.6356 -1.1403 1.9688 0.1839 0.0788 0.4232 -0.04
C 0.2956 -0.1785 4.4045 -0.0423 -0.0108 -0.0381 0.00
C -1.9534 -0.1872 -2.4836 0.0852 -0.0316 -0.0123 0.00
C -5.0775 -2.4162 1.9445 -0.0097 0.0166 0.0212 0.00
C -3.4291 -0.4334 -2.0927 -0.0130 -0.0509 -0.0230 0.01
C -4.2023 2.7285 -1.6012 -0.0157 -0.0182 -0.0635 0.00
H 5.1387 -0.3585 -3.6950 0.0017 0.0065 0.0044 0.00
H 0.8523 -0.6481 -3.9659 0.0022 -0.0027 0.0101 0.00
H -6.4520 -2.1111 3.5617 -0.0022 -0.0040 0.0012 0.00
H 4.3305 2.5328 -2.6561 0.0064 0.0040 -0.0041 0.00
H 3.4284 2.8382 -4.1369 -0.0066 -0.0151 -0.0233 0.00
H -6.5301 0.3406 3.2875 0.0009 0.0000 0.0043 0.00
H 0.4713 1.0302 -3.5001 -0.0115 -0.0128 0.0021 0.00
H -1.5148 -1.0091 -3.0466 -0.0011 0.0073 0.0018 0.00
H -3.9534 5.9289 -0.5383 0.0019 0.0053 0.0012 0.00
H -1.8404 0.7239 -3.0644 0.0088 0.0188 0.0104 0.00
H 3.2726 -0.2633 1.5007 -0.0201 -0.0029 0.0019 0.00
H 6.2289 -4.1532 1.1338 0.0002 -0.0054 0.0026 0.00
H 1.2379 0.6827 -5.0436 -0.0034 0.0018 -0.0056 0.00
H 6.7156 -2.5368 0.6186 0.0014 -0.0020 0.0002 0.00
H -4.7887 4.6058 -2.4462 -0.0023 0.0028 -0.0024 0.00
H 4.5353 -0.5002 2.7118 0.0118 0.0009 0.0049 0.00
H 3.8547 -0.1368 -1.0473 -0.0004 0.0383 0.0369 0.00
H -5.1936 1.4330 1.5353 -0.0050 -0.0032 -0.0084 0.00
H 3.5400 -4.6069 2.4354 0.0114 0.0009 0.0023 0.00
H 2.3338 -3.3642 2.6927 0.0479 -0.0034 0.0106 0.00
H 0.5269 1.0438 1.2746 -0.0176 -0.0020 0.0048 0.01
H 2.2833 0.6060 -0.7519 0.0181 0.0254 -0.0104 0.00
H 3.8237 -3.3529 3.6313 0.0077 0.0105 0.0079 0.00
H -4.1706 -0.0337 -2.7823 0.0006 0.0023 0.0233 0.00
H 4.2178 -0.1296 -5.1761 -0.0011 0.0082 -0.0037 0.00
H -3.6339 -1.4969 -1.9524 0.0096 0.0109 -0.0135 0.00
H -4.5745 2.1597 -2.4444 -0.0012 -0.0014 0.0214 0.00
H 2.6204 2.9617 -2.5718 -0.0039 0.0077 0.0005 0.00
H 4.4734 -2.8490 -1.1165 -0.0041 -0.0067 -0.0067 0.00
H 6.5927 -2.9174 2.3342 -0.0103 0.0039 0.0164 0.00
H 3.8660 -1.5028 -4.1401 -0.0054 0.0043 0.0034 0.00
H 1.2495 5.0469 -0.0167 -0.0023 0.0052 -0.0012 0.00
H -1.7406 0.4115 4.7578 -0.0055 0.0010 0.0015 0.00
H -2.8974 4.8055 1.3938 0.0028 -0.0004 0.0045 0.00
H -1.1391 2.4768 -2.4319 -0.0179 -0.0108 -0.0199 0.00
H 2.2334 -0.8961 3.8016 -0.0041 0.0098 0.0285 0.00
H 1.4474 -1.7434 1.6584 -0.0251 0.0073 -0.0013 -0.01
H -0.0883 4.6393 -2.0577 0.0001 0.0014 -0.0012 0.00
H -2.6639 2.3524 1.4162 0.0110 -0.0074 0.0116 0.00
H 3.3971 -4.0401 -0.4063 0.0319 -0.0077 0.0041 0.00
H 4.9716 -0.1711 1.0473 0.0129 0.0037 -0.0104 0.00
H -5.0580 -3.4914 2.0576 -0.0044 -0.0048 -0.0038 0.00
H -3.7166 -2.4283 0.2989 0.0001 0.0135 0.0191 -0.01
H 1.5480 3.2381 1.6439 0.0022 0.0010 0.0038 0.00
H -2.5823 -0.4439 2.6164 0.0106 -0.0151 -0.0022 0.00
H 0.6366 0.1929 5.3616 0.0117 0.0035 -0.0027 0.00